{"formula": "C20H20I3N5O3Pd", "method": "ωB97M-V with the def2-TZVPD basis set", "species": ["Pd", "I", "C", "C", "C", "I", "C", "C", "C", "C", "N", "C", "C", "O", "H", "H", "H", "H", "I", "C", "C", "N", "N", "C", "H", "H", "H", "O", "C", "C", "C", "C", "O", "N", "H", "H", "H", "H", "C", "C", "C", "C", "N", "H", "H", "H", "H", "H", "H", "H", "H", "H"], "coordinates": [[-0.41304, -0.50693, -0.03422], [-0.42470, 3.06417, 3.79167], [1.16398, 2.11687, 2.82096], [2.46797, 2.50494, 3.08559], [3.50189, 1.88232, 2.41105], [5.45437, 2.54457, 2.84228], [3.29077, 0.86575, 1.44999], [4.29624, 0.20132, 0.70123], [3.89508, -0.73042, -0.27968], [2.57038, -1.00772, -0.48211], [1.58708, -0.43547, 0.25480], [1.93889, 0.51150, 1.20605], [0.84659, 1.12644, 1.87613], [-0.37770, 0.78646, 1.59060], [2.66916, 3.28945, 3.80178], [5.33848, 0.44272, 0.85095], [4.63247, -1.22606, -0.90047], [2.23617, -1.68103, -1.26072], [1.22581, 6.30156, 1.27832], [1.01970, 4.57428, 0.16634], [-0.12087, 3.82462, -0.01296], [0.22006, 2.83914, -0.85734], [1.50748, 2.87440, -1.21315], [2.00963, 3.93182, -0.59765], [-1.11276, 3.91068, 0.39338], [-0.38642, 2.07384, -1.15232], [3.04978, 4.19135, -0.71107], [-3.11916, -2.21551, 1.09719], [-3.35890, -1.13955, 0.57976], [-4.75334, -0.50833, 0.58476], [-4.58436, 0.74671, -0.25349], [-3.08528, 0.78187, -0.54774], [-2.54783, 1.72002, -1.12086], [-2.47473, -0.33790, -0.08419], [-5.02117, -0.30194, 1.62191], [-5.47337, -1.22678, 0.19237], [-4.86580, 1.67107, 0.25054], [-5.11735, 0.71151, -1.20522], [-1.94799, -3.30717, -1.90938], [-0.47806, -3.01508, -1.56117], [0.41197, -3.67877, -2.62759], [-0.15729, -3.62270, -0.18656], [-0.27877, -1.58617, -1.64861], [-2.10628, -4.38787, -1.99758], [-2.20623, -2.83263, -2.85891], [-2.60206, -2.92487, -1.12771], [0.22986, -4.75805, -2.68214], [1.46679, -3.51870, -2.39296], [0.21173, -3.22912, -3.60186], [-0.23681, -4.71674, -0.21675], [-0.85060, -3.23776, 0.56280], [0.85851, -3.35613, 0.11397]], "nbo_charge": [0.832, 0.054, -0.241, -0.294, -0.189, 0.010, -0.103, -0.346, -0.292, -0.007, -0.568, 0.149, 0.272, -0.766, 0.217, 0.196, 0.189, 0.195, 0.108, -0.315, -0.060, -0.316, -0.246, -0.094, 0.239, 0.459, 0.206, -0.645, 0.683, -0.515, -0.513, 0.688, -0.669, -0.652, 0.220, 0.211, 0.218, 0.213, -0.609, 0.012, -0.603, -0.641, -0.507, 0.180, 0.199, 0.230, 0.176, 0.201, 0.204, 0.175, 0.244, 0.213], "total_charge": -2, "e_tot_ev": -62440.4806, "multiplicity": 3, "molar_mass_g_mol": 865.5, "s2": 2.026, "de_lowest_kcal_mol": 0.0}